# 1
{"formula": "C2N2O5S", "method": "ωB97M-V with the def2-TZVPD basis set", "homo_ev": -12.088, "smiles": "N#CS(=O)(=O)C(=O)[N+](=O)[O-]", "charge": 0, "max_force_ha_per_bohr": 0.140, "energy_ha": -959.8862, "symbols": ["N", "C", "S", "O", "O", "C", "O", "N", "O", "O"], "xyz": [[0.34691, -1.56176, -2.03974], [-0.04395, -0.52172, -1.78945], [-0.13292, 0.93026, -0.85427], [0.96581, 1.78893, -1.16724], [-1.46750, 1.33554, -0.71728], [0.51610, 0.10826, 0.68600], [1.75208, 0.02830, 0.71296], [-0.37663, -0.55971, 1.54801], [-1.19754, -1.17589, 0.92105], [-0.36236, -0.37221, 2.69995]]}


# 2
{"formula": "C25H28N3O6PtS3", "method": "ωB97M-V with the def2-TZVPD basis set", "homo_ev": -9.933, "charge": 1, "max_force_ha_per_bohr": 0.005, "energy_ha": -2898.8163, "symbols": ["Pt", "N", "N", "C", "N", "S", "H", "H", "H", "H", "H", "O", "S", "C", "C", "C", "C", "S", "O", "C", "C", "C", "C", "C", "C", "C", "C", "C", "C", "C", "C", "H", "H", "H", "H", "H", "H", "H", "H", "H", "H", "H", "H", "H", "H", "H", "H", "H", "H", "O", "C", "O", "C", "C", "C", "C", "O", "C", "O", "C", "C", "H", "H", "H", "H", "H"], "xyz": [[-0.61196, -1.41758, -0.19351], [0.00416, -3.04544, 2.20611], [0.32320, -4.27649, 1.63271], [0.35449, -4.51337, 0.32892], [0.70356, -5.76245, -0.03754], [0.04364, -3.43555, -0.95637], [0.83319, -2.44637, 2.19255], [-0.35712, -3.21162, 3.13432], [0.63519, -5.01556, 2.24618], [1.14765, -6.39487, 0.60605], [0.79256, -5.96323, -1.01839], [-2.54231, -2.20503, -0.09257], [-3.93183, -1.57690, -0.02345], [-3.82818, 0.01738, -0.92246], [-3.83626, 1.31000, -0.11005], [-3.04104, 2.43551, -0.80965], [-1.91461, 2.98595, 0.06244], [-0.48983, 1.86392, 0.17757], [-1.20318, 0.52199, 0.34198], [0.12434, 2.02947, -1.48807], [-0.14868, 1.11528, -2.48895], [0.40446, 1.31435, -3.74639], [1.21540, 2.41367, -3.98830], [1.48937, 3.31895, -2.97033], [0.95230, 3.12334, -1.70845], [-4.18443, -1.05055, 1.65375], [-5.48757, -0.76517, 2.03549], [-5.72867, -0.33985, 3.33320], [-4.67580, -0.22709, 4.23103], [-3.38071, -0.54216, 3.83919], [-3.12383, -0.95853, 2.54117], [-4.62665, -0.01405, -1.66417], [-2.87925, -0.11475, -1.44563], [-3.38052, 1.11683, 0.85566], [-4.86155, 1.62367, 0.08915], [-3.69832, 3.26234, -1.07913], [-2.61033, 2.08158, -1.74942], [-2.23970, 3.14085, 1.09305], [-1.50261, 3.92561, -0.30889], [-0.75107, 0.23909, -2.28422], [0.20580, 0.60068, -4.53465], [1.64552, 2.56082, -4.96982], [2.13447, 4.16758, -3.15301], [1.19510, 3.80669, -0.90229], [-6.30571, -0.87878, 1.33328], [-6.73837, -0.11129, 3.64593], [-4.86751, 0.09589, 5.24553], [-2.56676, -0.46212, 4.54776], [-2.12264, -1.21598, 2.21955], [2.23318, -1.69642, 1.13958], [2.22004, -0.91355, 0.19728], [1.16111, -0.59539, -0.50026], [3.45258, -0.19547, -0.24186], [3.43876, 0.64801, -1.34513], [4.58846, 1.32802, -1.75405], [5.72487, 1.11958, -1.01307], [6.96082, 1.65305, -1.20544], [7.78861, 1.14120, -0.15568], [6.99745, 0.24759, 0.62623], [5.74181, 0.27465, 0.08705], [4.62731, -0.39881, 0.50108], [2.51965, 0.76991, -1.90117], [4.59056, 1.98233, -2.61438], [8.13024, 1.96842, 0.46861], [8.62788, 0.59905, -0.59175], [4.62926, -1.05885, 1.35605]]}